The following is a quantum chemistry calculation of a 12-piece molecular cluster, C21H69N9O15 overall in a non-equilibrium geometry, from the OMol25 dataset.

Each line ends with the Löwdin charge.
Geometry (Å):
C: -5.07937 -7.87581 -3.05012  -0.113
O: -4.76048 -6.76746 -2.21374  -0.218
C: -5.33321 -5.53550 -2.72696  -0.201
C: -4.35317 -4.43278 -2.40102  -0.235
N: -4.04320 -4.42194 -0.97536  -0.028
C: -2.98135 -3.47803 -0.67944  -0.211
C: -2.81625 -3.21153 0.81598  -0.199
O: -2.19942 -4.37545 1.34398  -0.190
C: -1.98725 -4.48945 2.72730  -0.123
H: -6.16065 -7.95886 -3.17850  0.084
H: -4.71067 -8.82693 -2.67330  0.083
H: -4.59406 -7.70807 -4.01522  0.083
H: -6.20264 -5.46089 -2.06860  0.127
H: -5.55878 -5.60615 -3.79019  0.115
H: -4.76167 -3.46502 -2.70558  0.107
H: -3.49007 -4.58682 -3.06826  0.122
H: -3.64765 -5.35087 -0.84925  0.108
H: -3.17093 -2.46572 -1.05038  0.100
H: -2.02377 -3.76240 -1.12726  0.116
H: -3.79607 -2.98345 1.25339  0.124
H: -2.15452 -2.36749 1.04972  0.104
H: -1.32927 -5.35654 2.79413  0.088
H: -2.91975 -4.75946 3.24534  0.084
H: -1.58976 -3.68417 3.35234  0.070
C: 6.71614 -0.55874 4.93776  -0.115
O: 5.43476 -0.05703 5.24208  -0.190
C: 5.42779 1.30193 5.61784  -0.241
C: 4.05266 1.85836 5.85265  -0.211
N: 3.23459 1.90673 4.66495  -0.071
C: 1.98493 2.58554 4.87380  -0.212
C: 1.11009 2.56261 3.62052  -0.190
O: 1.85383 2.86381 2.44150  -0.257
C: 2.10769 4.24702 2.25372  -0.078
H: 6.50892 -1.55871 4.56053  0.088
H: 7.39931 -0.57946 5.79017  0.087
H: 7.20480 -0.01981 4.11833  0.088
H: 5.86609 1.87751 4.78312  0.123
H: 6.14432 1.47110 6.42975  0.125
H: 4.20094 2.86327 6.27483  0.123
H: 3.52698 1.23146 6.57952  0.129
H: 3.71044 2.22854 3.83033  0.114
H: 2.07119 3.64458 5.16088  0.117
H: 1.49023 1.98758 5.64404  0.129
H: 0.20073 3.16056 3.72237  0.129
H: 0.70844 1.56786 3.40677  0.105
H: 1.20325 4.85897 2.33967  0.097
H: 2.57109 4.40431 1.28544  0.078
H: 2.71338 4.66537 3.06538  0.089
C: -1.36704 3.04530 -4.22509  -0.107
O: -0.09283 3.19312 -3.63864  -0.171
C: -0.11462 2.88252 -2.27025  -0.244
C: 1.12409 3.40780 -1.57000  -0.191
N: 2.29073 2.72257 -2.16445  -0.046
C: 3.55534 3.02673 -1.51164  -0.217
C: 4.34065 4.19561 -2.14410  -0.236
O: 4.37095 4.17314 -3.54528  -0.181
C: 5.20270 3.16883 -4.08088  -0.109
H: -1.84063 2.10343 -3.92923  0.074
H: -1.38248 3.15256 -5.30772  0.085
H: -2.04678 3.82842 -3.86740  0.086
H: -0.03590 1.79037 -2.17496  0.103
H: -1.04451 3.15706 -1.75925  0.131
H: 1.07537 3.06430 -0.53259  0.101
H: 1.17097 4.49845 -1.68115  0.126
H: 2.29197 3.14198 -3.09409  0.103
H: 4.19226 2.16222 -1.74123  0.106
H: 3.45921 3.08086 -0.42891  0.093
H: 5.32606 4.32491 -1.68119  0.120
H: 3.85648 5.12870 -1.83381  0.117
H: 5.40463 3.43249 -5.11815  0.088
H: 4.66484 2.21272 -4.12307  0.087
H: 6.12205 2.99070 -3.51750  0.092
N: -5.42390 2.35611 -4.21814  0.152
C: -4.72853 2.45474 -3.05455  -0.691
N: -4.38002 1.27799 -2.47892  0.172
O: -4.59924 3.53070 -2.45770  0.000
H: -5.56044 3.18740 -4.76327  0.103
H: -5.51937 1.46295 -4.66099  0.081
H: -3.87261 1.34294 -1.60521  0.076
H: -4.37599 0.46103 -3.07293  0.048
N: -1.72955 -0.44419 -1.78980  0.180
C: -1.58929 0.18036 -0.59692  -0.639
N: -0.36147 0.03971 -0.06159  0.201
O: -2.54437 0.81347 -0.10477  -0.036
H: -2.58879 -0.43862 -2.30659  0.046
H: -0.95371 -1.02769 -2.11127  0.063
H: 0.20440 -0.66320 -0.49436  0.076
H: -0.24090 0.41487 0.86259  0.086
N: 2.42093 0.75925 0.70639  0.178
C: 3.25347 -0.28330 1.01854  -0.656
N: 3.39987 -0.50001 2.34598  0.188
O: 3.74168 -1.05493 0.17492  -0.017
H: 2.29190 0.91279 -0.28415  0.084
H: 2.24087 1.50207 1.38065  0.059
H: 2.98732 0.05363 3.07388  0.072
H: 3.78148 -1.41688 2.51478  0.114
O: 0.02020 -2.55708 -2.45314  -0.081
H: 0.71430 -2.60454 -1.74486  0.012
H: 0.49163 -2.76010 -3.26831  0.054
O: 0.13302 -1.83654 3.06057  -0.064
H: -0.18401 -2.02564 2.16814  0.007
H: -0.15426 -0.93069 3.23017  -0.001
O: 1.50926 -2.77584 -0.21274  -0.055
H: 1.83695 -3.51726 0.30590  0.073
H: 2.13095 -2.04032 -0.01168  0.021
O: -4.67244 0.27684 1.65201  -0.073
H: -4.03546 0.43355 0.93482  -0.015
H: -4.37490 -0.54046 2.06248  0.015
O: -1.91560 0.49505 2.80606  -0.064
H: -2.32861 1.19918 2.28396  0.036
H: -2.37058 0.52201 3.65505  0.056
O: -3.57683 -1.16443 -3.97160  -0.054
H: -4.43708 -1.19484 -4.40793  0.059
H: -2.94240 -1.36748 -4.66987  0.071

Properties
SMILES string: COCCNCCOC.COCCNCCOC.COCCNCCOC.NC(N)=O.NC(N)=O.NC(N)=O.O.O.O.O.O.O
DFT total energy: -2462.91175 a.u.

The following is a quantum chemistry calculation of an isolated molecule of C5H9N in a non-equilibrium geometry, from the OMol25 dataset.

Each line ends with the Löwdin charge.
Geometry (Å):
C: -2.17234 -0.07880 0.49758  -0.117
C: -0.83092 0.49839 0.07158  -0.296
C: 0.20037 -0.56510 -0.28908  -0.211
C: 1.52122 0.17145 -0.65129  -0.170
C: 2.80117 -0.34551 -0.20877  -0.294
N: 3.80120 -0.43931 0.37100  0.120
H: -2.05862 -0.73602 1.36764  0.075
H: -2.87219 0.71749 0.76614  0.071
H: -2.62103 -0.66763 -0.30994  0.074
H: -0.40138 1.10669 0.87570  0.108
H: -0.95538 1.16944 -0.78985  0.112
H: 0.35496 -1.24892 0.55348  0.116
H: -0.20459 -1.19375 -1.10736  0.121
H: 1.93986 0.95695 0.13013  0.161
H: 1.50276 0.53909 -1.69761  0.129

Properties
SMILES string: CCCCC#N
DFT total energy: -250.61813 a.u.